Here is a molecular structure, C26H20Br2N4O2Os from the Open Molecules 2025 dataset. Energies are from the ωB97M-V functional and the def2-TZVPD basis.

## Properties
* energy above the lowest of the compared OMol25 structures with the same formula, charge and spin: 2.2 kJ/mol
* DFT total energy: -179881.8665 eV
* E_HOMO (alpha / beta): -14.210 / -14.210 eV
* E_LUMO (alpha / beta): -0.279 / -0.280 Ha
* charge: +2

Last column: natural (NBO) charge in e.
Geometry (Å):
Os 0.535 0.535 -0.004  1.343
Br -6.059 -0.526 0.312  0.207
Br -0.477 -6.066 -0.343  0.208
O 0.081 0.498 -1.881  -0.603
O 0.513 0.098 1.876  -0.602
N -1.523 0.306 0.233  -0.456
N 2.558 0.797 0.305  -0.455
N 0.325 -1.526 -0.228  -0.439
N 0.782 2.558 -0.329  -0.455
C 0.873 -1.640 3.415  -0.281
C 1.325 -2.381 -0.452  0.109
C -3.331 -1.233 0.100  -0.249
C 3.569 -1.765 2.705  -0.131
C -1.830 3.531 -2.689  -0.131
C 3.101 2.070 -0.209  -0.237
C -1.203 -3.345 -0.120  -0.232
C -0.151 -4.236 -0.318  -0.025
C -2.700 3.023 -3.619  -0.209
C 2.711 -0.868 2.036  -0.246
C -1.983 -0.954 0.087  0.269
C -3.751 1.095 0.510  -0.245
C 1.131 -3.748 -0.507  -0.254
C -0.933 -1.995 -0.096  0.178
C -2.620 1.666 -3.969  -0.122
C -0.910 2.687 -2.035  -0.246
C 3.076 -2.619 3.657  -0.208
C 1.720 -2.546 4.013  -0.121
C -4.230 -0.188 0.304  -0.030
C 2.059 3.112 0.162  -0.237
C 0.087 3.247 -1.176  0.220
C 1.350 -0.803 2.404  0.425
C 3.257 0.118 1.156  0.219
C -2.386 1.298 0.465  0.098
C -0.838 1.325 -2.396  0.424
C -1.692 0.833 -3.386  -0.282
H -3.694 -2.238 -0.050  0.253
H 2.304 -1.948 -0.598  0.229
H 0.338 4.299 -1.307  0.219
H -4.421 1.921 0.701  0.266
H 3.209 2.002 -1.293  0.228
H -1.848 4.586 -2.442  0.235
H 1.964 -4.411 -0.690  0.267
H 2.279 4.073 -0.302  0.232
H -2.208 -3.715 0.018  0.254
H -1.959 2.278 0.622  0.230
H -0.163 -1.550 3.713  0.243
H -1.597 -0.205 -3.680  0.243
H 1.337 -3.198 4.787  0.244
H 4.309 0.375 1.273  0.219
H -3.422 3.666 -4.100  0.248
H 4.067 2.299 0.240  0.232
H 3.730 -3.323 4.150  0.248
H -3.286 1.271 -4.725  0.244
H 4.622 -1.776 2.452  0.234
H 2.004 3.235 1.245  0.228

Here is a molecular structure, C26H20ClCuN4OS2Se from the Open Molecules 2025 dataset. Energies are from the ωB97M-V functional and the def2-TZVPD basis.

## Properties
* energy above the lowest of the compared OMol25 structures with the same formula, charge and spin: 0.0 kJ/mol
* DFT total energy: -179476.0455 eV
* ⟨S²⟩: 0.763
* E_HOMO (alpha / beta): -3.680 / -3.771 eV
* E_LUMO (alpha / beta): 0.075 / 0.075 Ha
* multiplicity: 2
* charge: -1

Last column: natural (NBO) charge in e.
Geometry (Å):
Se 0.914 0.139 2.999  1.075
Cu 0.962 0.371 -0.815  0.837
Cl 5.265 -5.227 0.498  -0.061
S 1.838 -0.233 -2.894  -0.215
S 1.348 2.638 -1.314  -0.216
O 2.491 -0.065 0.794  -0.761
N -1.292 0.291 -1.028  -0.446
N 0.171 -1.450 0.368  -0.557
N -0.053 1.176 1.938  -0.627
N -0.374 -0.042 4.211  -0.657
C 3.059 -1.195 0.697  0.423
C -1.973 -0.588 -0.255  0.124
C -3.514 2.064 2.583  -0.217
C 1.986 2.503 -2.870  -0.201
C -1.962 1.175 -1.719  0.061
C -1.202 -1.542 0.484  0.244
C -3.261 -2.350 1.476  -0.193
C -2.325 2.038 1.935  -0.219
C 4.408 -3.698 0.564  -0.123
C -1.427 0.613 3.761  0.052
C -3.372 1.257 -1.698  -0.260
C -1.854 -2.387 1.354  -0.284
C 2.350 -2.441 0.556  -0.201
C 2.781 1.323 -4.934  -0.650
C 3.045 -3.665 0.500  -0.179
C -4.013 -1.476 0.747  -0.218
C 5.138 -2.504 0.680  -0.192
C -2.702 0.672 4.410  -0.199
C 0.921 -2.489 0.456  0.159
C -3.374 -0.567 -0.135  -0.086
C -4.070 0.394 -0.902  -0.150
C -1.240 1.300 2.508  0.144
C 4.491 -1.303 0.743  -0.286
C -3.703 1.376 3.829  -0.225
C 2.190 1.284 -3.542  -0.204
C 2.383 3.780 -3.578  -0.651
H 1.836 3.910 -4.517  0.201
H -2.172 2.543 0.990  0.229
H 5.045 -0.377 0.826  0.216
H 3.804 1.714 -4.916  0.205
H -3.876 2.006 -2.293  0.213
H -1.367 1.869 -2.303  0.217
H -5.152 0.440 -0.842  0.206
H 0.468 -3.491 0.442  0.147
H -1.273 -3.052 1.980  0.216
H 2.184 4.636 -2.939  0.225
H 3.448 3.775 -3.830  0.205
H 6.220 -2.550 0.719  0.211
H -5.091 -1.448 0.847  0.203
H -4.347 2.607 2.155  0.205
H 2.204 1.967 -5.604  0.200
H 2.809 0.321 -5.353  0.226
H -4.674 1.424 4.308  0.203
H 2.484 -4.588 0.400  0.207
H -3.743 -3.025 2.173  0.207
H -2.841 0.149 5.347  0.215

Here is a molecular structure, C26H20MnNP2S3 from the Open Molecules 2025 dataset. Energies are from the ωB97M-V functional and the def2-TZVPD basis.

## Properties
* DFT total energy: -111184.8866 eV
* ⟨S²⟩: 8.761
* E_HOMO (alpha / beta): -4.546 / -5.108 eV
* E_LUMO (alpha / beta): 0.092 / 0.091 Ha
* multiplicity: 6
* charge: -1

Last column: natural (NBO) charge in e.
Geometry (Å):
Mn 1.857 0.781 2.833  1.425
S 4.600 2.748 6.238  -0.272
S 2.655 2.961 0.550  -0.654
S 0.116 -0.735 3.752  -0.704
P 1.239 1.669 0.061  1.350
P -0.454 -0.229 1.851  1.390
N 3.215 1.532 4.135  -0.824
C -0.147 -1.720 0.816  -0.295
C -2.276 -0.160 1.777  -0.409
C 1.955 -0.083 -2.099  -0.237
C 0.907 -2.588 1.075  -0.211
C -0.885 1.497 -1.753  -0.235
C -1.775 1.980 -2.698  -0.217
C -0.617 4.084 -2.696  -0.222
C -4.252 1.022 1.068  -0.208
C 1.183 -3.647 0.222  -0.212
C -2.869 0.945 1.182  -0.194
C 0.399 -3.864 -0.901  -0.214
C 0.281 3.591 -1.756  -0.199
C 3.791 2.048 5.016  0.224
C 3.109 -0.408 -0.045  -0.209
C -0.673 -3.020 -1.159  -0.208
C 2.711 -1.095 -2.681  -0.203
C 0.302 1.186 1.391  -1.672
C 3.671 -1.766 -1.942  -0.222
C -5.044 -0.004 1.560  -0.214
C 3.872 -1.411 -0.614  -0.216
C 0.155 2.294 -1.277  -0.293
C -0.942 -1.962 -0.306  -0.239
C -4.453 -1.107 2.170  -0.241
C -3.075 -1.183 2.279  -0.119
C 2.129 0.272 -0.764  -0.269
C -1.643 3.282 -3.169  -0.219
H -4.706 1.886 0.599  0.209
H 1.512 -2.437 1.961  0.226
H 1.225 0.436 -2.705  0.220
H 4.264 -2.550 -2.396  0.204
H -1.304 -3.185 -2.024  0.205
H -6.123 0.054 1.477  0.204
H 2.017 -4.303 0.439  0.208
H -2.576 1.346 -3.058  0.206
H -2.614 -2.040 2.758  0.217
H 3.338 -0.138 0.984  0.182
H -0.513 5.100 -3.057  0.206
H 4.628 -1.910 -0.021  0.209
H 0.616 -4.690 -1.567  0.205
H -5.071 -1.904 2.564  0.206
H -1.800 -1.331 -0.507  0.216
H -2.342 3.667 -3.902  0.204
H -0.997 0.487 -1.379  0.222
H 1.089 4.206 -1.378  0.243
H 2.546 -1.349 -3.721  0.203
H -2.232 1.745 0.818  0.245

Here is a molecular structure, C26H20N6O4SV from the Open Molecules 2025 dataset. Energies are from the ωB97M-V functional and the def2-TZVPD basis.

## Properties
* energy above the lowest of the compared OMol25 structures with the same formula, charge and spin: 12.7 kJ/mol
* DFT total energy: -80908.7773 eV
* E_HOMO: -16.632 eV
* E_LUMO: -0.457 Ha
* charge: +3

Last column: natural (NBO) charge in e.
Geometry (Å):
V 0.385 0.284 0.170  1.361
S -1.358 0.067 -1.209  0.121
O -0.264 0.500 7.691  -0.321
O 1.732 -0.359 7.801  -0.300
O 0.907 -0.166 1.649  -0.478
O -1.362 0.904 1.605  -0.617
N 1.016 2.002 -0.086  -0.481
N 7.915 4.171 -5.444  -0.165
N -3.326 1.861 -0.675  -0.517
N 0.747 0.028 7.223  0.526
N -3.870 -0.200 -0.236  -0.514
N 1.532 -0.450 -1.047  -0.467
C 0.639 3.108 0.629  0.036
C 2.786 1.540 -1.788  0.217
C 0.764 -0.110 5.733  0.053
C -0.361 0.246 5.023  -0.088
C 2.298 3.761 -0.716  -0.048
C -2.917 0.613 -0.627  0.391
C -1.410 0.692 2.829  0.486
C 3.071 -0.819 -2.662  -0.026
C 2.072 2.403 -0.944  -0.002
C 1.527 -1.786 -1.366  0.041
C 3.884 2.083 -2.609  -0.051
C 1.977 -0.616 3.727  -0.229
C 2.450 -2.044 -2.352  -0.228
C 1.921 -0.558 5.109  -0.082
C 0.877 -0.202 2.986  0.371
C -0.309 0.221 3.631  -0.256
C 1.386 4.201 0.259  -0.238
C 3.631 3.046 -3.588  -0.211
C -5.146 0.513 -0.034  -0.236
C 4.674 3.568 -4.331  -0.134
C 7.056 3.699 -4.847  0.210
C 6.241 2.192 -3.095  -0.148
C -4.751 1.982 -0.310  -0.235
C 5.190 1.644 -2.381  -0.195
C 2.512 0.172 -1.849  -0.004
C 5.980 3.143 -4.082  -0.090
H -5.514 0.352 0.977  0.244
H -2.348 0.890 3.362  0.196
H -5.894 0.147 -0.736  0.253
H 5.394 0.908 -1.612  0.231
H 2.759 -0.856 5.727  0.297
H -3.795 -1.205 -0.192  0.454
H 1.285 5.201 0.649  0.283
H 2.617 3.368 -3.792  0.234
H 2.643 -3.004 -2.803  0.288
H -2.793 2.625 -1.059  0.448
H -0.152 3.061 1.360  0.243
H 7.256 1.883 -2.890  0.264
H 3.841 -0.661 -3.402  0.280
H 3.060 4.352 -1.201  0.279
H -5.315 2.416 -1.133  0.254
H 0.856 -2.484 -0.884  0.251
H 4.481 4.294 -5.109  0.262
H -4.862 2.622 0.563  0.240
H 2.864 -0.966 3.213  0.263
H -1.253 0.560 5.552  0.286